No. 1
Density functional theory data (ωB97M-V/def2-TZVPD) for 3 unconnected molecules or ions with the total composition C5H16NO3 in a non-equilibrium geometry.

The energy relative to the best compared isomer or geometry (same formula, charge and spin) is 63.4 kcal per mole. The value obtained for the highest occupied orbital energy is -13.2 eV. The total charge is +1. For the gap between HOMO and LUMO, the calculation gives 8.99 eV.

Atoms and positions in Å:
C  0.543  0.310  1.779
O  -0.417  0.054  2.758
C  0.803  -0.979  0.925
C  -0.149  -1.274  -0.283
C  -0.868  -0.058  -0.826
C  -0.172  1.834  -2.097
N  0.091  0.943  -1.242
H  0.100  1.160  1.227
H  1.506  0.695  2.081
H  -0.138  0.112  3.672
H  0.812  -1.802  1.637
H  1.826  -0.932  0.527
H  0.491  -1.586  -1.110
H  -0.816  -2.063  0.039
H  -1.773  -0.151  -1.435
H  -1.483  0.422  -0.026
H  0.581  2.571  -2.360
H  -1.142  2.073  -2.531
H  1.093  0.848  -0.904
H  -3.375  -0.426  1.104
H  -3.598  -1.923  1.117
O  -2.945  -1.252  0.869
H  3.192  1.180  -1.463
H  3.238  -0.164  -1.943
O  2.599  0.408  -1.515

=====

No. 2
Density functional theory data (ωB97M-V/def2-TZVPD) for 2 unconnected molecules or ions with the total composition C5H16NO3 in a non-equilibrium geometry.

The energy relative to the best compared isomer or geometry (same formula, charge and spin) is 8.3 kcal per mole. The value obtained for the highest occupied orbital energy is -14.2 eV. The total charge is +1. For the gap between HOMO and LUMO, the calculation gives 11.56 eV.

Atoms and positions in Å:
C  -0.739  -2.113  0.553
O  -0.952  -2.917  -0.609
C  -0.660  -0.647  0.132
C  -0.115  0.250  1.231
C  0.179  1.709  0.843
C  -0.969  2.458  0.173
O  -1.039  2.035  -1.210
N  0.208  -0.597  -1.077
H  0.207  -2.461  0.979
H  -1.518  -2.249  1.301
H  -1.823  -3.288  -0.629
H  -1.647  -0.321  -0.184
H  0.809  -0.175  1.633
H  -0.823  0.223  2.060
H  0.435  2.249  1.756
H  1.066  1.773  0.209
H  -0.775  3.530  0.180
H  -1.929  2.236  0.640
H  -1.443  2.717  -1.793
H  0.087  0.292  -1.577
H  -0.083  -1.365  -1.689
H  1.216  -0.720  -0.868
H  3.541  -1.667  -0.758
H  3.701  -0.142  -0.501
O  3.067  -0.812  -0.794

=====

No. 3
Density functional theory data (ωB97M-V/def2-TZVPD) for a molecular structure, C5H16NO4 in a non-equilibrium geometry.

The energy relative to the best compared isomer or geometry (same formula, charge and spin) is 44.8 kcal per mole. The value obtained for the highest occupied orbital energy is -4.8 eV. The total charge is -1. For the gap between HOMO and LUMO, the calculation gives 8.54 eV.

Atoms and positions in Å:
C  -0.707  -1.677  -1.027
C  -0.378  -0.468  -2.014
O  0.729  0.255  -1.529
C  -1.149  -1.468  0.460
N  -0.130  -0.879  1.345
C  -0.566  0.176  2.308
C  0.566  1.144  2.710
O  0.250  2.446  2.297
H  0.241  -2.199  -1.033
H  -1.406  -2.382  -1.487
H  -1.228  0.208  -2.151
H  0.031  -1.016  -2.891
H  0.445  1.302  -1.269
H  -2.117  -1.028  0.555
H  -1.350  -2.497  0.882
H  0.535  -0.419  0.711
H  -0.818  -0.548  3.139
H  -1.379  0.939  2.271
H  0.811  1.204  3.779
H  1.553  0.893  2.300
H  -0.992  2.204  -0.749
H  0.125  2.509  1.226
O  -0.094  2.453  -0.981
H  2.581  -1.047  -2.602
H  1.960  0.306  -2.930
O  2.488  -0.414  -3.319

=====

No. 4
Density functional theory data (ωB97M-V/def2-TZVPD) for 4 unconnected molecules or ions with the total composition C5H16NO5 in a non-equilibrium geometry.

The energy relative to the best compared isomer or geometry (same formula, charge and spin) is 32.1 kcal per mole. The value obtained for the highest occupied orbital energy is -3.8 eV. The total charge is -1. For the gap between HOMO and LUMO, the calculation gives 7.03 eV.

Atoms and positions in Å:
O  1.582  2.667  -1.430
C  1.425  1.453  -1.246
N  0.772  1.059  -0.123
C  0.352  -0.342  0.170
C  -1.111  -0.543  -0.205
C  -1.309  -1.951  -0.858
O  -0.779  -1.882  -2.144
C  0.702  -0.574  1.631
H  1.759  0.699  -1.964
H  0.293  1.813  0.341
H  0.982  -0.933  -0.483
H  -1.404  0.139  -1.002
H  -1.718  -0.526  0.711
H  -0.769  -2.729  -0.294
H  -2.393  -2.079  -0.970
H  0.121  -1.464  1.931
H  1.763  -0.721  1.817
H  0.244  0.117  2.328
H  -3.668  1.478  0.291
H  -2.246  1.327  0.928
O  -3.172  1.534  1.105
H  2.104  1.833  2.977
H  1.320  2.484  1.937
O  1.289  2.337  2.905
H  1.651  -1.783  -3.507
H  0.640  -1.938  -2.261
O  1.570  -1.478  -2.586

=====

No. 5
Density functional theory data (ωB97M-V/def2-TZVPD) for 4 unconnected molecules or ions with the total composition C5H16NO5 in a non-equilibrium geometry.

The energy relative to the best compared isomer or geometry (same formula, charge and spin) is 34.0 kcal per mole. The value obtained for the highest occupied orbital energy is -4.3 eV. The total charge is -1. For the gap between HOMO and LUMO, the calculation gives 7.87 eV.

Atoms and positions in Å:
C  -0.245  -1.004  -2.012
C  -0.572  -2.122  -1.024
C  -1.396  -0.095  -2.149
N  -1.200  1.263  -1.923
C  -0.150  1.824  -1.101
C  -0.391  1.615  0.439
O  0.406  0.546  0.818
O  -2.477  -0.367  -2.654
H  0.122  -1.571  -2.930
H  0.723  -0.497  -1.827
H  0.156  -3.000  -1.009
H  -1.566  -2.482  -1.401
H  -0.820  -1.719  -0.068
H  -2.009  1.840  -2.096
H  0.730  1.216  -1.167
H  0.103  2.875  -1.206
H  -1.393  1.299  0.818
H  -0.191  2.439  1.155
H  1.966  -1.055  2.946
H  1.545  -1.502  1.536
O  2.016  -1.785  2.324
H  1.570  1.262  2.038
H  2.512  1.087  0.942
O  2.529  1.250  1.917
H  -0.925  -0.017  3.149
H  -0.377  -0.473  1.792
O  -0.666  -0.825  2.692

=====

No. 6
Density functional theory data (ωB97M-V/def2-TZVPD) for 2 unconnected molecules or ions with the total composition C5H16NS in a non-equilibrium geometry.

The energy relative to the best compared isomer or geometry (same formula, charge and spin) is 17.8 kcal per mole. The value obtained for the highest occupied orbital energy is -13.3 eV. The total charge is +1. For the gap between HOMO and LUMO, the calculation gives 9.94 eV.

Atoms and positions in Å:
C  -2.194  0.485  -1.133
C  -0.873  0.837  -1.835
S  0.304  -0.510  -2.107
H  -1.940  0.063  -0.128
H  -2.726  -0.283  -1.747
H  -2.779  1.444  -1.046
H  -1.197  1.358  -2.808
H  -0.397  1.715  -1.325
H  1.261  0.375  -2.401
C  0.759  0.479  1.385
C  0.349  -0.815  2.125
C  -0.808  -0.527  3.106
N  1.959  0.281  0.485
H  -0.050  0.861  0.789
H  1.068  1.311  2.040
H  1.233  -1.163  2.707
H  0.034  -1.638  1.464
H  -0.475  0.247  3.821
H  -1.687  -0.147  2.554
H  -1.107  -1.440  3.665
H  2.681  -0.251  0.965
H  1.655  -0.193  -0.386
H  2.453  1.175  0.277

=====

No. 7
Density functional theory data (ωB97M-V/def2-TZVPD) for 3 unconnected molecules or ions with the total composition C5H16O3 in a non-equilibrium geometry.

The energy relative to the best compared isomer or geometry (same formula, charge and spin) is 24.9 kcal per mole. The value obtained for the highest occupied orbital energy is -10.1 eV. The total charge is 0. For the gap between HOMO and LUMO, the calculation gives 10.66 eV.

Atoms and positions in Å:
C  -2.103  1.839  0.432
C  -2.108  0.963  -0.856
C  -3.458  0.180  -0.883
C  -0.944  -0.062  -0.974
C  0.478  0.312  -0.415
O  0.855  -0.800  0.414
H  -2.796  1.420  1.167
H  -1.127  1.949  0.888
H  -2.426  2.846  0.114
H  -2.042  1.628  -1.760
H  -3.340  -0.555  -0.087
H  -3.477  -0.284  -1.859
H  -4.203  0.948  -0.618
H  -1.224  -0.873  -0.235
H  -0.945  -0.498  -1.986
H  1.150  0.579  -1.250
H  0.422  1.086  0.420
H  1.683  -1.128  0.005
O  1.470  0.575  3.184
H  1.302  0.072  3.988
H  0.844  0.399  2.478
O  4.582  -2.529  -1.420
H  5.383  -3.053  -1.298
H  4.823  -1.681  -1.028

=====

No. 8
Density functional theory data (ωB97M-V/def2-TZVPD) for 3 unconnected molecules or ions with the total composition C5H16O3 in a non-equilibrium geometry.

The energy relative to the best compared isomer or geometry (same formula, charge and spin) is 29.7 kcal per mole. The value obtained for the highest occupied orbital energy is -10.2 eV. The total charge is 0. For the gap between HOMO and LUMO, the calculation gives 10.89 eV.

Atoms and positions in Å:
C  1.421  0.806  -1.350
C  0.594  2.062  -1.016
C  -0.664  1.592  -0.073
C  -0.524  2.082  1.377
C  0.186  0.868  2.139
O  -0.794  0.181  2.916
H  2.490  0.950  -1.148
H  1.435  0.515  -2.421
H  0.981  -0.114  -0.870
H  0.179  2.474  -1.998
H  1.165  2.801  -0.482
H  -0.891  0.516  -0.039
H  -1.522  1.996  -0.631
H  -1.520  2.274  1.816
H  0.029  3.025  1.465
H  1.126  0.917  2.720
H  0.404  0.103  1.436
H  -1.230  0.862  3.440
O  0.957  -3.785  -2.720
H  1.515  -4.546  -2.540
H  0.505  -3.622  -1.896
O  -1.150  -2.453  -0.701
H  -1.069  -1.654  -1.269
H  -1.960  -2.271  -0.199

=====

no.,DFT total energy (Eh)
1,-480.281055
2,-480.368884
3,-555.795283
4,-631.079548
5,-631.076515
6,-652.785393
7,-425.771094
8,-425.763333